Record 1
Computed, not measured: 12 unconnected molecules or ions with the total composition C3H31O12 in a non-equilibrium geometry, with ωB97M-V with the def2-TZVPD basis set.

Structure (XYZ):
```
46
Properties=species:S:1:pos:R:3:forces:R:3:lowdin_charge:R:1
O 3.058 0.050 -0.344 0.6 0.0 -0.4 0.2455
H 3.940 0.337 -0.058 0.1 -0.2 -0.1 0.1671
H 2.312 0.309 0.365 -2.1 0.4 1.3 0.0883
H 3.033 -0.895 -0.576 0.1 0.1 0.0 0.1685
O 1.451 1.873 3.530 0.1 0.4 0.4 0.2060
H 1.378 1.407 2.611 -0.5 -1.0 -1.2 0.0950
H 0.574 1.788 4.044 0.0 0.1 -0.4 0.0967
H 1.629 2.813 3.367 0.0 0.0 0.1 0.1588
C -0.140 -0.298 -0.606 0.1 -0.4 -0.1 -0.0521
C -0.045 0.067 0.862 -2.9 0.6 0.4 -0.5733
C -0.604 -1.028 1.793 2.3 -0.7 0.4 -0.0435
O 1.143 0.666 1.225 2.1 0.2 0.2 -0.2428
H 0.079 0.534 -1.277 0.3 0.0 0.1 0.0725
H -1.152 -0.630 -0.856 0.0 -0.1 0.1 0.0651
H 0.519 -1.147 -0.823 0.0 0.1 -0.2 0.0778
H -0.914 0.738 1.068 0.6 0.9 -0.7 0.1190
H 0.173 -1.789 1.972 -0.3 -0.3 -0.3 0.0731
H -1.498 -1.504 1.399 -0.1 0.1 0.1 0.0832
H -0.733 -0.609 2.796 -0.5 0.1 -0.1 0.0599
O -1.824 2.796 -0.946 -0.5 -0.4 0.0 -0.0244
H -2.555 3.125 -0.413 0.1 0.2 0.0 0.0738
H -2.036 1.871 -1.114 0.0 0.0 0.0 0.0458
O 0.826 3.106 -1.146 -0.1 -0.1 0.1 -0.0699
H -0.136 2.945 -1.182 0.3 0.4 0.4 -0.0104
H 1.102 2.693 -0.320 0.0 -0.1 -0.1 0.0240
O 2.022 -1.672 4.298 0.0 0.1 -0.1 -0.0545
H 1.257 -1.882 3.753 0.0 -0.1 0.0 -0.0017
H 2.589 -2.446 4.231 0.0 0.0 0.1 0.0431
O -3.620 -1.494 -1.503 0.0 0.2 -0.3 -0.0448
H -3.932 -1.637 -2.406 -0.1 0.0 0.1 0.0713
H -3.799 -0.565 -1.333 -0.1 0.0 0.0 0.0480
O 1.245 2.562 -3.867 -0.3 0.0 0.0 -0.0760
H 0.864 2.844 -3.020 0.5 -0.1 -0.2 -0.0182
H 1.744 3.323 -4.176 0.0 0.0 0.0 0.0333
O -0.961 1.807 4.422 -0.2 0.1 0.0 -0.0006
H -1.624 1.200 4.072 0.1 -0.1 0.0 0.0808
H -1.457 2.566 4.750 0.1 0.0 0.1 0.0952
O 0.345 -1.269 -4.191 -0.2 0.1 0.2 -0.0429
H 0.229 -1.384 -5.140 0.1 -0.1 0.0 0.0587
H -0.390 -0.709 -3.923 0.1 0.1 -0.1 0.0368
O 0.867 -3.620 -2.548 0.2 0.0 0.4 -0.0851
H 0.003 -4.024 -2.396 0.0 0.2 0.0 0.0036
H 0.671 -2.686 -2.698 -0.1 -0.2 -0.4 -0.0281
O -1.854 -3.687 -1.474 0.1 0.1 -0.1 -0.0528
H -2.340 -2.860 -1.612 0.1 -0.2 0.2 -0.0098
H -1.443 -3.584 -0.610 0.0 -0.1 0.0 0.0399
```
Forces are in eV/Å.

Computed properties:
- Orbital gap: 0.3413 Ha
- Charge: +1
- Energy above the lowest of the compared OMol25 structures with the same formula, charge and spin: 0.0 kJ/mol



Record 2
Computed, not measured: a molecular structure, C8H14O4 in a non-equilibrium geometry, with ωB97M-V with the def2-TZVPD basis set.

Structure (XYZ):
```
26
Properties=species:S:1:pos:R:3:forces:R:3:lowdin_charge:R:1
C 2.086 0.247 0.970 -0.2 -3.1 -0.9 -0.6950
C 1.553 -1.086 1.273 -4.9 -2.3 3.0 -0.1136
C 1.135 -2.169 0.002 -0.1 -0.9 1.0 -0.1484
C 0.660 -1.216 -1.149 0.0 2.0 -2.3 -0.2807
C -0.912 -0.964 -1.363 0.3 -0.9 -2.8 -0.2242
C -1.650 0.118 -0.494 -0.6 -2.8 0.8 -0.2426
C -1.120 1.484 -0.761 1.2 2.2 3.1 -0.1059
C -1.846 2.430 0.403 -1.5 1.7 -3.8 -0.4233
H 2.061 2.106 1.478 -2.6 -2.8 -0.4 0.2417
H 0.496 -0.934 1.737 1.0 0.1 -1.2 0.1049
H 1.875 -1.311 2.382 0.7 -0.7 -2.4 0.1522
H 0.011 -2.795 0.290 3.9 1.6 -0.4 0.1612
H 2.118 -3.090 -0.395 -3.3 3.3 1.4 0.1895
H 0.920 -1.796 -2.118 0.1 1.5 1.3 0.1134
H 1.072 -0.037 -1.141 -0.2 -3.7 -0.2 0.1401
H -1.222 -2.063 -1.480 -0.8 1.7 1.0 0.0993
H -1.173 -0.589 -2.568 1.3 -0.9 3.3 0.1703
H -1.576 -0.049 0.662 -0.1 -0.3 -2.2 0.1301
H -2.737 0.009 -0.767 0.9 0.4 0.4 0.1303
H -1.167 1.875 -1.760 -0.6 0.2 -0.3 0.1083
H -0.002 1.526 -0.470 -1.7 0.0 -0.5 0.1067
H -0.826 1.428 1.749 2.4 -1.8 -0.4 0.0390
O 1.377 1.258 1.433 2.6 4.3 1.1 0.0567
O 3.055 0.243 0.293 2.2 2.1 -0.9 0.1268
O -1.514 2.016 1.608 -3.0 2.9 1.2 0.1172
O -2.675 3.361 0.187 3.4 -3.7 1.1 0.0463
```
Forces are in eV/Å.

Computed properties:
- Orbital gap: 0.3735 Ha
- Energy above the lowest of the compared OMol25 structures with the same formula, charge and spin: 642.5 kJ/mol



Record 3
Computed, not measured: 6 unconnected molecules or ions with the total composition C20H44B3BrNO14PS5 in a non-equilibrium geometry, with ωB97M-V with the def2-TZVPD basis set.

Structure (XYZ):
```
89
Properties=species:S:1:pos:R:3:forces:R:3:lowdin_charge:R:1
N -0.284 -5.351 0.740 -0.5 -0.1 -0.5 0.2253
B -0.091 -4.170 -0.052 0.4 0.1 -0.6 -0.6802
O 1.043 -3.366 0.082 -0.3 -0.1 0.8 0.2600
B 0.792 -2.018 0.201 0.2 -0.2 -0.7 -0.3573
O -0.182 -1.479 -0.645 -0.4 0.1 1.0 0.1681
B -1.283 -2.312 -0.716 0.5 0.1 -0.9 -0.8189
P -3.088 -1.693 -0.319 -0.1 0.0 -0.6 0.6735
O -3.902 -3.047 -0.756 0.0 -0.1 0.2 -0.3885
Br -2.530 -2.092 1.830 0.1 -0.1 0.3 0.4271
O -1.069 -3.661 -0.940 -0.6 0.0 1.2 0.2106
H -1.275 -5.478 0.938 0.1 -0.1 -0.1 0.0901
H 0.029 -6.228 0.332 0.4 0.1 0.4 0.0926
H 1.310 -1.355 1.037 0.2 0.1 -0.2 0.1268
H -3.372 -3.860 -0.716 0.0 0.2 -0.1 0.0551
O -0.571 3.473 0.222 0.0 0.0 0.0 -0.3161
S 0.663 3.317 -0.508 0.0 0.0 0.0 0.6738
O 1.916 3.626 0.143 0.0 0.0 0.0 -0.3377
C 0.726 1.672 -1.209 0.0 -0.1 -0.1 -0.2266
C 0.068 1.824 -2.575 0.0 0.0 0.0 -0.2078
C 0.620 3.126 -3.168 -0.1 0.0 0.3 -0.2339
C 0.540 4.196 -2.074 0.0 0.0 -0.1 -0.2064
H 0.212 0.985 -0.542 0.0 0.1 0.1 0.0904
H 1.778 1.400 -1.297 0.0 0.0 0.0 0.1126
H 0.283 0.972 -3.219 0.0 0.0 0.0 0.1159
H -1.016 1.893 -2.455 0.0 0.0 0.0 0.1230
H 1.657 2.976 -3.459 0.0 0.0 0.0 0.0954
H 0.070 3.431 -4.053 0.1 0.0 0.0 0.1056
H 1.351 4.918 -2.123 0.0 0.0 0.0 0.1031
H -0.417 4.716 -2.068 0.0 0.0 0.1 0.1053
O 0.455 -8.094 2.453 -0.1 0.0 0.0 -0.3334
S -0.083 -7.768 3.751 0.0 0.1 0.0 0.6539
O -1.509 -7.785 3.963 0.0 0.0 -0.1 -0.3291
C 0.742 -8.783 4.976 0.1 0.0 0.1 -0.2313
C 1.956 -7.955 5.382 0.0 0.0 0.0 -0.2218
C 1.457 -6.511 5.526 0.0 0.0 0.0 -0.2127
C 0.606 -6.195 4.292 0.1 0.1 0.1 -0.2215
H 0.979 -9.742 4.523 0.0 0.0 0.0 0.1066
H 0.047 -8.917 5.804 0.0 0.0 0.0 0.1076
H 2.397 -8.328 6.306 0.0 0.0 0.0 0.1144
H 2.718 -8.009 4.601 0.0 0.0 0.0 0.1194
H 0.849 -6.423 6.429 0.0 0.0 0.0 0.1167
H 2.283 -5.806 5.617 0.0 0.0 0.0 0.1141
H -0.222 -5.521 4.497 0.0 0.0 -0.1 0.1022
H 1.196 -5.810 3.461 0.0 0.0 0.0 0.0986
O 2.213 4.551 -5.726 -0.1 0.0 0.1 -0.3155
S 2.249 3.285 -6.414 0.1 -0.3 -0.3 0.6631
O 1.551 2.138 -5.888 0.0 0.1 0.1 -0.3279
C 1.779 3.526 -8.126 0.0 0.1 -0.1 -0.2268
C 3.094 3.823 -8.837 0.0 0.0 0.0 -0.2192
C 4.115 2.828 -8.268 0.0 0.0 0.0 -0.2124
C 3.965 2.840 -6.743 0.1 0.0 -0.1 -0.2143
H 1.050 4.333 -8.174 0.0 0.0 0.1 0.1089
H 1.333 2.593 -8.469 0.0 0.0 0.0 0.1082
H 2.991 3.725 -9.917 0.0 0.0 0.0 0.1159
H 3.409 4.847 -8.621 0.0 0.0 0.0 0.1203
H 3.902 1.829 -8.652 0.0 0.0 0.0 0.1174
H 5.133 3.082 -8.559 0.0 0.0 0.0 0.1145
H 4.152 1.873 -6.284 0.0 0.0 0.1 0.1026
H 4.586 3.601 -6.273 0.0 0.0 0.0 0.1055
O 5.893 5.583 4.559 0.0 0.0 0.0 -0.3282
S 5.063 6.631 4.018 0.0 0.0 0.0 0.6589
O 5.495 8.004 4.107 0.0 0.0 0.0 -0.3326
C 4.635 6.218 2.330 -0.1 0.0 -0.1 -0.2302
C 3.352 5.404 2.451 0.0 0.0 0.1 -0.2233
C 2.493 6.132 3.493 0.0 0.0 0.0 -0.2099
C 3.396 6.461 4.686 -0.1 0.0 0.0 -0.2213
H 5.470 5.681 1.885 0.0 0.0 0.1 0.1064
H 4.470 7.157 1.801 0.0 0.0 0.0 0.1065
H 2.842 5.312 1.496 0.0 0.0 0.0 0.0859
H 3.584 4.395 2.796 0.0 0.0 0.0 0.1235
H 2.099 7.054 3.062 0.0 0.0 0.0 0.1165
H 1.643 5.527 3.803 0.0 0.0 0.0 0.1155
H 3.140 7.393 5.183 0.0 0.0 0.0 0.0992
H 3.432 5.652 5.413 0.1 0.0 0.0 0.1018
O -5.715 -0.007 1.833 0.0 0.0 0.0 -0.3394
S -7.039 -0.309 1.351 0.0 -0.1 0.0 0.6534
O -7.931 0.752 0.958 0.0 0.0 0.0 -0.3238
C -6.906 -1.527 0.043 0.0 -0.1 0.0 -0.2350
C -6.954 -2.864 0.771 0.0 0.0 0.1 -0.2262
C -8.061 -2.730 1.825 0.0 0.0 0.0 -0.2129
C -7.850 -1.393 2.543 -0.1 -0.1 0.0 -0.2171
H -5.982 -1.345 -0.501 0.0 0.1 0.0 0.0643
H -7.764 -1.390 -0.616 0.0 0.0 0.0 0.1088
H -7.146 -3.683 0.079 0.0 0.0 0.0 0.1173
H -5.993 -3.054 1.255 0.0 0.0 0.0 0.1041
H -9.036 -2.737 1.334 0.0 0.0 0.0 0.1159
H -8.045 -3.557 2.534 0.0 0.0 0.0 0.1130
H -8.776 -0.916 2.854 0.0 0.0 0.0 0.1004
H -7.176 -1.484 3.392 0.0 0.0 0.0 0.1033
```
Forces are in eV/Å.

Computed properties:
- Orbital gap: 0.3490 Ha



Record 4
Computed, not measured: a gas-phase ion, C8H10N3O (charge +1) in a non-equilibrium geometry, with ωB97M-V with the def2-TZVPD basis set.

Structure (XYZ):
```
22
Properties=species:S:1:pos:R:3:forces:R:3:lowdin_charge:R:1
C -3.317 -1.746 -0.223 2.5 1.8 -0.6 0.0343
C -2.221 -0.721 -0.049 1.7 -2.0 -0.3 -0.2687
C -0.932 -1.133 -0.074 -2.6 2.7 1.0 -0.0059
N 0.223 -0.367 0.081 0.6 0.1 -0.9 -0.0200
C 1.420 -1.009 -0.207 0.0 0.5 1.1 0.0238
C 2.358 -0.040 -0.150 1.8 -1.1 -1.0 -0.0127
N 1.746 1.164 -0.024 -0.8 -1.5 1.2 -0.1140
C 2.388 2.400 -0.279 -2.0 1.3 0.8 0.0246
C 0.451 0.942 0.185 -1.9 2.3 1.5 -0.0013
N -2.586 0.569 0.039 0.4 0.9 0.0 0.1807
C -3.606 1.223 -0.038 1.0 0.4 0.4 -0.2544
O -4.379 2.066 -0.024 -1.2 0.4 -0.2 0.2523
H -3.267 -2.013 -1.231 -0.8 -0.1 -1.9 0.0897
H -4.125 -1.182 0.070 -2.7 0.0 0.6 0.0646
H -3.093 -2.631 0.247 0.0 -1.8 1.8 0.0733
H -0.698 -2.121 -0.095 0.3 -2.7 -0.2 0.0976
H 1.458 -2.090 -0.262 0.2 0.3 -0.1 0.1473
H 3.446 -0.149 -0.223 -0.7 0.3 -0.2 0.1576
H 1.853 3.226 0.228 -0.4 -0.3 -1.1 0.1286
H 3.250 2.457 0.265 2.9 -0.3 0.8 0.0778
H 2.480 2.406 -1.333 0.4 1.1 -1.0 0.1111
H -0.235 1.771 0.673 1.2 -2.1 -1.7 0.2138
```
Forces are in eV/Å.

Computed properties:
- Orbital gap: 0.3298 Ha
- Charge: +1
- Energy above the lowest of the compared OMol25 structures with the same formula, charge and spin: 134.6 kJ/mol



Record 5
Computed, not measured: a molecular structure, C22H27BF2N3OSSbTm in a non-equilibrium geometry, with ωB97M-V with the def2-TZVPD basis set.

Structure (XYZ):
```
59
Properties=species:S:1:pos:R:3:forces:R:3:lowdin_charge:R:1
Tm 0.150 -0.183 0.130 -0.9 0.2 0.7 1.0123
C -1.483 -0.496 -3.073 0.4 -1.4 -2.4 -0.0749
C -1.285 -1.812 -2.387 0.2 -0.9 0.5 -0.2678
C -1.968 -2.960 -2.811 0.3 -0.4 0.5 0.0111
C -1.756 -4.166 -2.142 0.1 0.6 -0.1 -0.0251
C -0.877 -4.217 -1.060 0.3 0.4 0.2 -0.1025
C -0.215 -3.055 -0.651 -1.0 0.6 -1.2 -0.4369
N -0.428 -1.890 -1.333 -0.1 -0.6 -0.8 -0.0820
Sb 1.180 -3.243 1.015 -0.1 -0.9 0.5 1.5547
C 2.680 -1.977 0.204 1.1 0.9 -0.6 -0.4359
C 4.002 -2.405 0.058 -0.2 0.3 0.0 -0.0866
C 4.945 -1.527 -0.482 -0.5 0.3 0.0 -0.0192
C 4.560 -0.240 -0.868 -0.4 -0.6 0.3 0.0249
C 3.223 0.150 -0.705 0.9 -0.9 0.2 -0.2284
C 2.755 1.515 -1.102 0.4 -1.6 -1.2 0.0297
N 2.328 -0.727 -0.177 1.1 -0.1 -0.4 -0.0593
C 0.538 -1.871 2.584 -0.4 1.4 1.0 -0.4396
C 0.268 -2.422 3.840 0.2 0.0 -0.6 -0.1096
C -0.113 -1.589 4.892 0.0 0.6 -0.3 -0.0293
C -0.221 -0.213 4.686 0.2 -0.8 -0.2 0.0097
C 0.064 0.315 3.419 0.2 -1.0 0.1 -0.2725
C -0.039 1.784 3.152 0.0 0.4 0.1 -0.0163
N 0.441 -0.519 2.413 0.0 -0.3 0.7 -0.0754
H -2.207 -0.579 -3.912 0.5 -0.1 0.5 0.1189
H -1.871 0.244 -2.343 -0.6 -3.6 -3.2 -0.1208
H -0.513 -0.138 -3.475 -0.7 -0.1 0.3 0.1201
H -2.652 -2.925 -3.649 0.1 0.1 0.1 0.1206
H -2.271 -5.063 -2.463 0.0 0.0 0.0 0.1188
H -0.708 -5.153 -0.544 0.0 0.0 0.0 0.0936
H 4.292 -3.403 0.360 0.0 0.0 0.0 0.0993
H 5.974 -1.843 -0.602 0.0 0.0 0.0 0.1190
H 5.293 0.439 -1.287 -0.1 0.0 0.0 0.1242
H 3.584 2.127 -1.518 -0.6 -0.1 0.6 0.1518
H 1.960 1.424 -1.871 0.7 0.2 0.5 0.1131
H 2.340 2.036 -0.213 6.0 -0.6 -3.2 0.0249
H 0.357 -3.488 4.001 0.0 0.0 0.0 0.0912
H -0.324 -2.009 5.867 0.0 0.0 0.0 0.1171
H -0.519 0.430 5.505 0.0 0.1 -0.1 0.1198
H -0.356 2.342 4.059 0.1 -0.5 -0.5 0.1046
H 0.947 2.172 2.822 -0.9 -0.2 0.3 0.0837
H -0.787 1.960 2.350 0.5 -0.1 0.7 0.0590
F 1.053 3.011 -0.683 -0.5 2.2 2.8 -0.0272
B 1.285 1.990 0.311 -3.5 0.6 1.6 -0.6885
F 2.185 2.245 1.412 -0.5 1.1 -0.4 0.0150
O -0.160 1.582 -1.872 -0.9 -1.6 -0.5 -0.4884
S -1.516 1.234 -1.329 -0.1 5.6 3.6 0.8083
C -2.745 2.166 -2.318 -0.9 0.0 0.0 -0.2187
C -3.528 3.039 -1.354 -0.2 0.1 0.1 -0.2169
C -2.518 3.531 -0.334 -0.1 0.4 0.1 -0.2085
C -1.795 2.285 0.143 -0.2 0.6 0.1 -0.3235
H -3.385 1.461 -2.854 0.2 0.0 0.0 0.1076
H -2.197 2.776 -3.043 0.3 -0.3 0.2 0.1303
H -4.309 2.450 -0.857 0.1 0.1 -0.1 0.1257
H -4.018 3.867 -1.875 0.1 -0.2 0.0 0.1279
H -3.000 4.055 0.497 0.1 -0.1 -0.1 0.1274
H -1.812 4.226 -0.805 0.0 -0.1 0.1 0.1318
H -2.419 1.710 0.834 0.0 -0.2 -0.2 0.0994
H -0.841 2.510 0.626 -0.2 -0.1 -0.4 0.0360
H -1.566 -0.963 0.813 -0.3 0.3 0.2 -0.0779
```
Forces are in eV/Å.

Computed properties:
- Orbital gap (spin up / spin down): 0.2389 / 0.2378 Ha
- Spin multiplicity: 3
- Charge: +1



Record 6
Computed, not measured: a molecular structure, C27H32ErN4 in a non-equilibrium geometry, with ωB97M-V with the def2-TZVPD basis set.

Structure (XYZ):
```
64
Properties=species:S:1:pos:R:3:forces:R:3:lowdin_charge:R:1
Er 10.608 14.212 5.870 0.1 3.1 -0.3 1.7323
C 12.986 7.823 6.354 -1.5 0.5 1.2 -0.0505
C 13.999 8.861 5.886 0.9 -0.5 0.0 -0.5274
C 15.216 8.897 6.846 -0.3 1.6 -0.1 -0.0213
C 14.561 8.429 4.482 1.1 0.5 0.2 -0.0087
C 13.383 10.241 5.708 1.0 0.2 0.2 -0.0529
C 14.150 11.469 5.704 0.5 -2.1 -0.2 0.0543
C 13.544 12.661 5.728 -1.8 0.4 0.6 -0.0392
N 12.156 12.725 5.830 2.4 0.6 0.3 -0.1020
C 11.460 11.595 5.796 -1.5 -0.3 -0.4 -0.2542
C 12.009 10.373 5.594 -0.2 -2.2 -0.7 0.0479
C 9.971 11.563 5.969 -2.0 1.5 0.0 -0.1649
C 9.345 10.442 6.451 0.6 -1.4 0.1 0.0582
C 7.953 10.287 6.375 -1.1 1.1 0.2 -0.0581
C 7.215 11.436 5.951 -0.5 -1.9 0.7 0.0638
C 7.834 12.615 5.675 -0.6 -0.3 0.1 -0.0813
N 9.161 12.685 5.659 1.3 -1.3 -0.2 -0.1159
C 7.238 9.015 6.836 -0.3 -0.4 -0.1 -0.5211
C 8.218 7.828 6.753 -0.4 1.0 -0.8 -0.0289
C 5.964 8.758 6.009 -1.3 0.0 -0.3 -0.0438
C 6.743 9.196 8.304 0.9 0.1 -0.3 -0.0058
H 13.377 6.851 6.634 0.6 0.1 0.0 0.1051
H 12.356 7.631 5.525 -0.9 -0.5 -1.0 0.0606
H 12.256 8.106 7.194 1.3 0.0 -0.9 0.1155
H 15.783 7.992 6.695 0.0 -0.4 0.4 0.0963
H 14.962 9.114 7.917 0.1 -0.5 -0.9 0.1165
H 15.871 9.710 6.496 0.1 -0.3 0.3 0.0731
H 15.042 7.422 4.504 -0.7 0.7 0.1 0.1217
H 15.365 9.141 4.213 -0.2 -0.3 0.1 0.0972
H 13.852 8.517 3.665 -0.4 -0.3 0.1 0.0891
H 15.238 11.451 5.670 -0.3 -0.1 0.1 0.1396
H 14.103 13.580 5.836 -0.1 0.2 -0.3 0.1366
H 11.334 9.490 5.323 1.3 1.4 0.8 0.1663
H 9.952 9.592 6.831 -0.5 0.9 -0.4 0.1296
H 6.131 11.331 5.937 0.3 0.3 -0.1 0.1349
H 7.244 13.513 5.478 0.4 -0.1 -0.1 0.1464
H 8.693 7.867 5.792 0.2 -0.2 -0.9 0.0858
H 7.721 6.882 6.807 -0.3 -0.4 0.4 0.1012
H 9.026 7.911 7.444 0.3 -0.2 1.0 0.0724
H 6.040 8.778 4.915 0.5 -0.1 0.2 0.1010
H 5.205 9.529 6.242 0.3 -0.3 0.0 0.0808
H 5.431 7.806 6.259 0.9 0.6 0.1 0.1221
H 7.539 9.668 8.896 -0.2 -0.4 0.2 0.0930
H 6.499 8.191 8.674 0.1 0.4 0.1 0.1124
H 5.865 9.832 8.346 -0.2 0.1 0.0 0.0878
N 10.260 14.621 8.109 -1.7 -0.3 0.2 -0.0271
C 10.554 16.006 8.459 0.7 1.1 0.4 -0.2183
C 10.968 16.312 9.743 -1.0 2.6 -3.5 0.0446
C 11.050 17.695 10.053 0.1 -1.2 1.0 -0.0120
C 10.908 18.655 9.117 0.2 1.5 -0.4 0.0122
C 10.732 18.393 7.738 -1.6 -1.3 -0.3 -0.0933
C 10.459 19.337 6.703 0.8 -1.3 -0.1 0.0784
C 10.218 18.934 5.400 -0.3 -0.8 0.7 0.0138
C 10.181 17.551 5.176 -0.1 -1.3 0.2 -0.0643
N 10.329 16.606 6.155 -0.7 0.3 -2.0 -0.0741
C 10.492 17.018 7.418 0.9 -0.1 1.7 -0.1894
H 10.866 14.072 8.705 -0.2 -0.6 0.3 0.1138
H 9.230 14.404 8.364 2.1 0.3 -0.2 0.1769
H 11.274 15.615 10.420 0.2 -1.9 1.9 0.1040
H 11.164 17.879 11.117 0.2 0.6 -0.3 0.1390
H 10.949 19.697 9.384 0.0 0.2 0.3 0.1392
H 10.498 20.371 6.894 0.0 1.2 0.5 0.1289
H 9.990 19.667 4.632 0.2 -0.3 0.0 0.1385
H 9.968 17.071 4.209 0.2 0.8 0.2 0.1237
```
Forces are in eV/Å.

Computed properties:
- Orbital gap (spin up / spin down): 0.2808 / 0.2817 Ha
- Spin multiplicity: 4
- Charge: +3



| no. | total energy (a.u.) |
| --- | --- |
| 1 | -1035.45988 |
| 2 | -614.00573 |
| 3 | -6877.73426 |
| 4 | -550.06056 |
| 5 | -3041.84870 |
| 6 | -2281.21921 |